No. 1
# C21H28N4O4

An isolated molecule of C21H28N4O4 (wB97M-V/def2-TZVPD, OMol25).

Calculated values
Spin multiplicity: 1
LUMO energy in eV: 0.6
E_tot in eV: -36382.9446
Gap between HOMO and LUMO in eV: 8.8
SMILES string: COCCC(=O)N1CCC(Oc2ccc(C(=O)NCc3ncc(C)[nH]3)cc2)CC1
ΔE to the lowest compared entry with this formula, charge and spin in eV: 2.591

Last columns: bonded neighbours and bond lengths (Å).
CARTESIAN COORDINATES (ANGSTROEM)
1 C 5.174 4.475 -0.084  O2 1.407, H30 1.088, H31 1.096, H32 1.096
2 O 4.821 3.343 0.673  C1 1.407, C3 1.412
3 C 5.897 2.470 0.941  O2 1.412, C4 1.545, H33 1.093, H34 1.097
4 C 6.274 1.580 -0.264  C3 1.545, C5 1.522, H35 1.091, H36 1.090
5 C 6.135 0.095 0.037  C4 1.522, O6 1.218, N7 1.352
6 O 7.115 -0.624 0.096  C5 1.218
7 N 4.889 -0.377 0.265  C5 1.352, C8 1.444, C29 1.449
8 C 3.642 0.332 0.097  N7 1.444, C9 1.532, H37 1.087, H38 1.096
9 C 2.908 -0.190 -1.143  C8 1.532, C10 1.535, H39 1.091, H40 1.091
10 C 2.665 -1.700 -1.011  C9 1.535, O11 1.420, C28 1.532, H41 1.100
11 O 1.802 -1.988 0.079  C10 1.420, C12 1.354
12 C 0.466 -1.800 -0.029  O11 1.354, C13 1.393, C27 1.399
13 C -0.213 -1.375 -1.169  C12 1.393, C14 1.381, H42 1.079
14 C -1.587 -1.239 -1.139  C13 1.381, C15 1.390, H43 1.080
15 C -2.318 -1.498 0.015  C14 1.390, C16 1.485, C26 1.395
16 C -3.791 -1.322 -0.041  C15 1.485, O17 1.223, N18 1.354
17 O -4.413 -1.369 -1.093  C16 1.223
18 N -4.405 -1.117 1.148  C16 1.354, C19 1.455, H44 1.006
19 C -5.840 -0.887 1.226  N18 1.455, C20 1.491, H45 1.089, H46 1.095
20 C -6.212 0.475 0.744  C19 1.491, N21 1.308, N25 1.358
21 N -6.621 1.482 1.472  C20 1.308, C22 1.360
22 C -6.814 2.510 0.602  N21 1.360, C23 1.369, H47 1.071
23 C -6.509 2.122 -0.675  C22 1.369, C24 1.485, N25 1.368
24 C -6.542 2.844 -1.972  C23 1.485, H48 1.090, H49 1.086, H50 1.090
25 N -6.129 0.812 -0.569  C20 1.358, C23 1.368, H51 1.012
26 C -1.637 -1.938 1.150  C15 1.395, C27 1.376, H52 1.080
27 C -0.270 -2.088 1.126  C12 1.399, C26 1.376, H53 1.079
28 C 3.989 -2.418 -0.730  C10 1.532, C29 1.529, H54 1.090, H55 1.091
29 C 4.694 -1.797 0.476  N7 1.449, C28 1.529, H56 1.091, H57 1.094
30 H 4.267 5.066 -0.195  C1 1.088
31 H 5.936 5.070 0.434  C1 1.096
32 H 5.554 4.204 -1.075  C1 1.096
33 H 5.563 1.851 1.778  C3 1.093
34 H 6.770 3.048 1.271  C3 1.097
35 H 5.647 1.841 -1.118  C4 1.091
36 H 7.315 1.740 -0.545  C4 1.090
37 H 3.798 1.405 0.026  C8 1.087
38 H 3.021 0.137 0.979  C8 1.096
39 H 1.960 0.340 -1.247  C9 1.091
40 H 3.509 -0.010 -2.036  C9 1.091
41 H 2.233 -2.098 -1.940  C10 1.100
42 H 0.312 -1.156 -2.085  C13 1.079
43 H -2.119 -0.922 -2.023  C14 1.080
44 H -3.854 -0.859 1.949  N18 1.006
45 H -6.161 -1.006 2.260  C19 1.089
46 H -6.324 -1.640 0.595  C19 1.095
47 H -7.159 3.462 0.950  C22 1.071
48 H -7.238 2.365 -2.662  C24 1.090
49 H -6.858 3.871 -1.814  C24 1.086
50 H -5.555 2.847 -2.436  C24 1.090
51 H -5.784 0.196 -1.293  N25 1.012
52 H -2.175 -2.197 2.051  C26 1.080
53 H 0.266 -2.438 1.994  C27 1.079
54 H 3.794 -3.472 -0.535  C28 1.090
55 H 4.628 -2.336 -1.610  C28 1.091
56 H 5.675 -2.251 0.622  C29 1.091
57 H 4.083 -1.942 1.372  C29 1.094

No. 2
# C21H28N4O4

An isolated molecule of C21H28N4O4 (wB97M-V/def2-TZVPD, OMol25).

Calculated values
Spin multiplicity: 1
LUMO energy in eV: 0.6
E_tot in eV: -36382.0419
Gap between HOMO and LUMO in eV: 9.3
SMILES string: COCCC(=O)N1CCC(Oc2ccc(C(=O)NCCc3cn[nH]c3)cc2)CC1
ΔE to the lowest compared entry with this formula, charge and spin in eV: 3.494

Last columns: bonded neighbours and bond lengths (Å).
CARTESIAN COORDINATES (ANGSTROEM)
1 C -3.348 -5.354 1.088  O2 1.404, H30 1.088, H31 1.097, H32 1.097
2 O -3.783 -4.052 1.381  C1 1.404, C3 1.412
3 C -5.169 -3.980 1.643  O2 1.412, C4 1.528, H33 1.100, H34 1.102
4 C -5.585 -2.522 1.835  C3 1.528, C5 1.524, H35 1.088, H36 1.091
5 C -5.586 -1.790 0.499  C4 1.524, O6 1.219, N7 1.349
6 O -6.564 -1.840 -0.228  C5 1.219
7 N -4.481 -1.097 0.154  C5 1.349, C8 1.450, C29 1.452
8 C -3.274 -1.001 0.951  N7 1.450, C9 1.525, H37 1.100, H38 1.091
9 C -2.097 -0.561 0.086  C8 1.525, C10 1.537, H39 1.091, H40 1.090
10 C -2.332 0.832 -0.520  C9 1.537, O11 1.420, C28 1.536, H41 1.099
11 O -1.624 0.979 -1.743  C10 1.420, C12 1.356
12 C -0.288 1.210 -1.748  O11 1.356, C13 1.392, C27 1.399
13 C 0.518 1.358 -0.624  C12 1.392, C14 1.384, H42 1.079
14 C 1.873 1.601 -0.764  C13 1.384, C15 1.389, H43 1.081
15 C 2.456 1.704 -2.021  C14 1.389, C16 1.490, C26 1.395
16 C 3.901 1.991 -2.241  C15 1.490, O17 1.217, N18 1.356
17 O 4.310 2.559 -3.237  C16 1.217
18 N 4.732 1.536 -1.270  C16 1.356, C19 1.441, H44 1.007
19 C 6.142 1.833 -1.249  N18 1.441, C20 1.539, H45 1.092, H46 1.095
20 C 6.491 2.839 -0.139  C19 1.539, C21 1.491, H47 1.091, H48 1.091
21 C 6.093 2.311 1.197  C20 1.491, C22 1.408, C25 1.379
22 C 4.870 2.513 1.866  C21 1.408, N23 1.318, H49 1.072
23 N 4.828 1.846 3.003  C22 1.318, N24 1.329
24 N 5.993 1.214 3.090  N23 1.329, C25 1.350, H50 1.008
25 C 6.790 1.459 2.028  C21 1.379, N24 1.350, H51 1.071
26 C 1.639 1.579 -3.145  C15 1.395, C27 1.375, H52 1.079
27 C 0.293 1.328 -3.015  C12 1.399, C26 1.375, H53 1.078
28 C -3.821 1.018 -0.850  C10 1.536, C29 1.522, H54 1.090, H55 1.091
29 C -4.502 -0.325 -1.076  N7 1.452, C28 1.522, H56 1.092, H57 1.095
30 H -2.277 -5.293 0.907  C1 1.088
31 H -3.849 -5.748 0.195  C1 1.097
32 H -3.539 -6.035 1.927  C1 1.097
33 H -5.735 -4.413 0.804  C3 1.100
34 H -5.402 -4.561 2.550  C3 1.102
35 H -4.944 -2.045 2.573  C4 1.088
36 H -6.615 -2.515 2.193  C4 1.091
37 H -3.413 -0.276 1.767  C8 1.100
38 H -3.049 -1.979 1.379  C8 1.091
39 H -1.962 -1.272 -0.730  C9 1.091
40 H -1.189 -0.575 0.689  C9 1.090
41 H -2.017 1.618 0.180  C10 1.099
42 H 0.107 1.296 0.372  C13 1.079
43 H 2.460 1.734 0.134  C14 1.081
44 H 4.346 1.103 -0.447  N18 1.007
45 H 6.389 2.253 -2.227  C19 1.092
46 H 6.705 0.906 -1.099  C19 1.095
47 H 7.564 3.030 -0.164  C20 1.091
48 H 5.963 3.775 -0.333  C20 1.091
49 H 4.045 3.127 1.564  C22 1.072
50 H 6.194 0.643 3.895  N24 1.008
51 H 7.768 1.033 1.941  C25 1.071
52 H 2.089 1.683 -4.120  C26 1.079
53 H -0.343 1.224 -3.879  C27 1.078
54 H -3.901 1.627 -1.750  C28 1.090
55 H -4.319 1.541 -0.033  C28 1.091
56 H -5.550 -0.194 -1.356  C29 1.092
57 H -3.999 -0.870 -1.881  C29 1.095

No. 3
# C21H28N4O4

An isolated molecule of C21H28N4O4 (wB97M-V/def2-TZVPD, OMol25).

Calculated values
Spin multiplicity: 1
LUMO energy in eV: 0.5
E_tot in eV: -36381.8958
Gap between HOMO and LUMO in eV: 9.0
SMILES string: COCc1cc(CN(C)C(=O)[C@@H]2CCC(=O)N(Cc3cccc(OC)c3)C2)[nH]n1
ΔE to the lowest compared entry with this formula, charge and spin in eV: 3.640

Last columns: bonded neighbours and bond lengths (Å).
CARTESIAN COORDINATES (ANGSTROEM)
1 C -0.224 4.724 7.047  O2 1.402, H30 1.098, H31 1.088, H32 1.098
2 O 0.094 4.256 5.764  C1 1.402, C3 1.412
3 C -0.960 4.433 4.843  O2 1.412, C4 1.490, H33 1.100, H34 1.105
4 C -0.547 3.906 3.512  C3 1.490, C5 1.407, N29 1.324
5 C 0.701 4.057 2.880  C4 1.407, C6 1.378, H35 1.070
6 C 0.567 3.400 1.676  C5 1.378, C7 1.490, N28 1.352
7 C 1.517 3.131 0.559  C6 1.490, N8 1.462, H36 1.091, H37 1.094
8 N 1.954 1.736 0.565  C7 1.462, C9 1.442, C10 1.350
9 C 3.116 1.462 1.374  N8 1.442, H38 1.085, H39 1.092, H40 1.094
10 C 1.155 0.833 -0.042  N8 1.350, O11 1.221, C12 1.528
11 O 0.079 1.168 -0.511  C10 1.221
12 C 1.666 -0.604 -0.147  C10 1.528, C13 1.544, C27 1.539, H41 1.095
13 C 2.996 -0.664 -0.929  C12 1.544, C14 1.530, H42 1.091, H43 1.092
14 C 2.923 -1.662 -2.086  C13 1.530, C15 1.518, H44 1.090, H45 1.092
15 C 1.733 -1.332 -2.969  C14 1.518, O16 1.216, N17 1.347
16 O 1.812 -1.158 -4.170  C15 1.216
17 N 0.589 -1.227 -2.266  C15 1.347, C18 1.449, C27 1.439
18 C -0.657 -0.854 -2.905  N17 1.449, C19 1.505, H46 1.094, H47 1.094
19 C -1.673 -1.960 -2.799  C18 1.505, C20 1.390, C26 1.384
20 C -2.895 -1.756 -2.171  C19 1.390, C21 1.382, H48 1.080
21 C -3.801 -2.795 -2.074  C20 1.382, C22 1.385, H49 1.080
22 C -3.505 -4.048 -2.587  C21 1.385, C23 1.391, H50 1.079
23 C -2.281 -4.263 -3.211  C22 1.391, O24 1.363, C26 1.394
24 O -1.876 -5.448 -3.748  C23 1.363, C25 1.406
25 C -2.761 -6.540 -3.714  O24 1.406, H51 1.089, H52 1.095, H53 1.095
26 C -1.373 -3.210 -3.313  C19 1.384, C23 1.394, H54 1.079
27 C 0.596 -1.462 -0.846  C12 1.539, N17 1.439, H55 1.097, H56 1.091
28 N -0.694 2.913 1.649  C6 1.352, N29 1.327, H57 1.011
29 N -1.373 3.205 2.752  C4 1.324, N28 1.327
30 H -1.091 4.195 7.462  C1 1.098
31 H 0.648 4.540 7.672  C1 1.088
32 H -0.444 5.800 7.035  C1 1.098
33 H -1.865 3.904 5.174  C3 1.100
34 H -1.206 5.507 4.760  C3 1.105
35 H 1.556 4.571 3.264  C5 1.070
36 H 2.397 3.769 0.643  C7 1.091
37 H 1.020 3.315 -0.398  C7 1.094
38 H 3.188 0.408 1.621  C9 1.085
39 H 3.035 2.027 2.306  C9 1.092
40 H 4.029 1.768 0.857  C9 1.094
41 H 1.792 -0.999 0.866  C12 1.095
42 H 3.821 -0.940 -0.270  C13 1.091
43 H 3.220 0.320 -1.347  C13 1.092
44 H 3.829 -1.612 -2.690  C14 1.090
45 H 2.818 -2.681 -1.706  C14 1.092
46 H -1.031 0.062 -2.438  C18 1.094
47 H -0.414 -0.656 -3.953  C18 1.094
48 H -3.137 -0.785 -1.765  C20 1.080
49 H -4.753 -2.636 -1.590  C21 1.080
50 H -4.232 -4.840 -2.494  C22 1.079
51 H -2.241 -7.357 -4.211  C25 1.089
52 H -3.689 -6.323 -4.253  C25 1.095
53 H -2.998 -6.835 -2.686  C25 1.095
54 H -0.431 -3.386 -3.808  C26 1.079
55 H 0.786 -2.521 -0.634  C27 1.097
56 H -0.389 -1.207 -0.454  C27 1.091
57 H -1.092 2.355 0.906  N28 1.011

No. 4
# C21H28N4O4S

An isolated molecule of C21H28N4O4S (wB97M-V/def2-TZVPD, OMol25).

Calculated values
Spin multiplicity: 1
LUMO energy in eV: 0.7
E_tot in eV: -47217.1965
Gap between HOMO and LUMO in eV: 8.9
SMILES string: COc1cccc(CN2CCNC(=O)[C@H]2CC(=O)N(C)Cc2nc(C)cs2)c1OC
ΔE to the lowest compared entry with this formula, charge and spin in eV: 2.669

Last columns: bonded neighbours and bond lengths (Å).
CARTESIAN COORDINATES (ANGSTROEM)
1 C -2.659 6.104 0.398  O2 1.405, H31 1.089, H32 1.095, H33 1.095
2 O -1.701 5.430 -0.377  C1 1.405, C3 1.374
3 C -1.028 4.371 0.183  O2 1.374, C4 1.388, C28 1.407
4 C -1.296 3.882 1.454  C3 1.388, C5 1.384, H34 1.078
5 C -0.602 2.795 1.955  C4 1.384, C6 1.380, H35 1.079
6 C 0.361 2.172 1.188  C5 1.380, C7 1.390, H36 1.080
7 C 0.644 2.636 -0.092  C6 1.390, C8 1.511, C28 1.399
8 C 1.671 1.926 -0.942  C7 1.511, N9 1.463, H37 1.091, H38 1.093
9 N 1.157 0.808 -1.734  C8 1.463, C10 1.448, C15 1.456
10 C 0.080 1.206 -2.616  N9 1.448, C11 1.521, H39 1.089, H40 1.103
11 C -0.134 0.089 -3.627  C10 1.521, N12 1.442, H41 1.093, H42 1.097
12 N -0.475 -1.109 -2.901  C11 1.442, C13 1.343, H43 1.010
13 C -0.089 -1.372 -1.642  N12 1.343, O14 1.220, C15 1.524
14 O -0.422 -2.406 -1.087  C13 1.220
15 C 0.801 -0.357 -0.936  N9 1.456, C13 1.524, C16 1.549, H44 1.104
16 C 2.072 -1.122 -0.489  C15 1.549, C17 1.519, H45 1.086, H46 1.090
17 C 1.875 -1.617 0.934  C16 1.519, O18 1.221, N19 1.349
18 O 1.718 -0.811 1.839  C17 1.221
19 N 1.901 -2.946 1.165  C17 1.349, C20 1.448, C21 1.454
20 C 1.998 -3.964 0.140  N19 1.448, H47 1.091, H48 1.088, H49 1.092
21 C 1.510 -3.412 2.486  N19 1.454, C22 1.490, H50 1.093, H51 1.093
22 C 0.129 -3.970 2.433  C21 1.490, N23 1.286, S27 1.745
23 N -0.147 -5.226 2.441  C22 1.286, C24 1.359
24 C -1.477 -5.465 2.301  N23 1.359, C25 1.490, C26 1.362
25 C -1.976 -6.870 2.294  C24 1.490, H52 1.089, H53 1.086, H54 1.088
26 C -2.233 -4.340 2.175  C24 1.362, S27 1.719, H55 1.071
27 S -1.255 -2.927 2.232  C22 1.745, C26 1.719
28 C -0.031 3.753 -0.595  C3 1.407, C7 1.399, O29 1.376
29 O 0.319 4.161 -1.861  C28 1.376, C30 1.412
30 C 0.338 5.541 -2.158  O29 1.412, H56 1.092, H57 1.093, H58 1.091
31 H -3.027 6.912 -0.232  C1 1.089
32 H -3.495 5.449 0.668  C1 1.095
33 H -2.219 6.527 1.307  C1 1.095
34 H -2.056 4.345 2.063  C4 1.078
35 H -0.820 2.436 2.948  C5 1.079
36 H 0.910 1.333 1.589  C6 1.080
37 H 2.460 1.547 -0.291  C8 1.091
38 H 2.107 2.631 -1.653  C8 1.093
39 H 0.369 2.126 -3.122  C10 1.089
40 H -0.863 1.390 -2.074  C10 1.103
41 H -0.947 0.338 -4.313  C11 1.093
42 H 0.786 -0.064 -4.205  C11 1.097
43 H -1.033 -1.819 -3.354  N12 1.010
44 H 0.241 -0.059 -0.032  C15 1.104
45 H 2.296 -1.919 -1.192  C16 1.086
46 H 2.911 -0.426 -0.479  C16 1.090
47 H 1.183 -3.871 -0.580  C20 1.091
48 H 1.918 -4.937 0.621  C20 1.088
49 H 2.960 -3.906 -0.373  C20 1.092
50 H 1.553 -2.549 3.155  C21 1.093
51 H 2.202 -4.187 2.825  C21 1.093
52 H -1.545 -7.410 1.453  C25 1.089
53 H -3.059 -6.888 2.215  C25 1.086
54 H -1.670 -7.375 3.208  C25 1.088
55 H -3.294 -4.263 2.050  C26 1.071
56 H -0.659 5.920 -2.390  C30 1.092
57 H 0.762 6.121 -1.335  C30 1.093
58 H 0.979 5.640 -3.036  C30 1.091